This record from the Open Molecules 2025 dataset describes C2H5N3O2 in the gas phase at a distorted geometry. The level of theory is wB97M-V/def2-TZVPD.

DFT total energy in eV: -10718.962
Total charge: 0
ΔE to the lowest compared entry with this formula, charge and spin in kJ/mol: 274.81
Structure (SMILES): [H]/N=N/[C@H](N)C(=O)O
LUMO level in eV: 0.07
Maximum force in eV/A: 2.41

Last columns: bonded neighbours and bond lengths (Å).
Geometry (Å):
1 N 0.72 -1.64 -0.54  N6 1.256, H9 1.029
2 C -0.84 0.21 0.64  C4 1.577, O5 1.356, O7 1.225
3 N 1.42 1.05 -0.12  C4 1.468, H10 1.021, H11 1.020
4 C 0.12 0.52 -0.57  C2 1.577, N3 1.468, N6 1.472, H12 1.093
5 O -2.05 -0.29 0.29  C2 1.356, H8 0.979
6 N 0.25 -0.75 -1.29  N1 1.256, C4 1.472
7 O -0.65 0.61 1.79  C2 1.225
8 H -2.57 -0.27 1.12  O5 0.979
9 H 0.77 -2.56 -1.01  N1 1.029
10 H 1.25 1.62 0.71  N3 1.021
11 H 1.95 0.24 0.19  N3 1.020
12 H -0.39 1.26 -1.20  C4 1.093

This record from the Open Molecules 2025 dataset describes C2H5N3O2S in the gas phase at a distorted geometry. The level of theory is wB97M-V/def2-TZVPD.

DFT total energy in eV: -21551.871
Total charge: 0
ΔE to the lowest compared entry with this formula, charge and spin in kJ/mol: 390.03
Structure (SMILES): [H]/N=C/NOC(=S)NO
LUMO level in eV: 0.50
Maximum force in eV/A: 1.27

Last columns: bonded neighbours and bond lengths (Å).
Geometry (Å):
1 C -0.71 0.74 0.15  N8 1.361, O12 1.355, S13 1.630
2 C 1.29 -1.57 -1.12  H6 1.133, N9 1.402, N10 1.260
3 H 0.42 -0.84 2.14  O11 0.965
4 H -1.76 0.54 1.85  N8 1.025
5 H 2.04 -0.43 0.33  N9 1.006
6 H 0.40 -1.53 -1.82  C2 1.133
7 H 2.23 -2.97 -1.99  N10 1.039
8 N -0.92 0.18 1.37  C1 1.361, H4 1.025, O11 1.391
9 N 1.14 -0.71 -0.02  C2 1.402, H5 1.006, O12 1.429
10 N 2.31 -2.31 -1.20  C2 1.260, H7 1.039
11 O 0.13 0.07 2.27  H3 0.965, N8 1.391
12 O 0.48 0.48 -0.44  C1 1.355, N9 1.429
13 S -1.84 1.60 -0.65  C1 1.630

This record from the Open Molecules 2025 dataset describes C2H5N3O2S in the gas phase at a distorted geometry. The level of theory is wB97M-V/def2-TZVPD.

DFT total energy in eV: -21548.376
Total charge: 0
ΔE to the lowest compared entry with this formula, charge and spin in kJ/mol: 727.21
Structure (SMILES): ONC1=NSCON1
LUMO level in eV: 0.28
Maximum force in eV/A: 5.76

Last columns: bonded neighbours and bond lengths (Å).
Geometry (Å):
1 C 0.55 0.11 -0.19  N8 1.550, N9 1.287, N10 1.358
2 C -2.08 -0.02 0.52  H5 1.187, H6 1.230, O12 1.458, S13 1.962
3 H 1.84 -1.71 0.32  O11 1.129
4 H 2.19 0.76 -1.10  N8 1.199
5 H -3.25 -0.12 0.30  C2 1.187
6 H -1.67 -0.08 1.67  C2 1.230
7 H 0.27 2.08 -0.78  N10 1.116
8 N 2.05 0.41 0.04  C1 1.550, H4 1.199, O11 1.527
9 N 0.37 -1.16 -0.20  C1 1.287, S13 1.723
10 N -0.09 1.30 -0.07  C1 1.358, H7 1.116, O12 1.529
11 O 2.68 -0.98 0.12  H3 1.129, N8 1.527
12 O -1.57 1.04 -0.35  C2 1.458, N10 1.529
13 S -1.29 -1.62 -0.30  C2 1.962, N9 1.723

ΔE to the lowest compared entry with this formula, charge and spin of number 2 (C2H5N3O2S)? 390.03 kJ/mol

Among the records above, which one has the lowest LUMO level? C2H5N3O2

Which value of LUMO level does entry 1 give? 0.07 eV

Among the records above, which one has the highest DFT total energy? C2H5N3O2